[1]
{"formula": "C21H26N2O2", "method": "wB97M-V/def2-TZVPD", "elements": ["C", "H", "H", "H", "C", "C", "H", "H", "H", "C", "C", "N", "H", "C", "C", "O", "H", "C", "H", "O", "N", "C", "C", "C", "C", "C", "C", "C", "C", "C", "C", "C", "C", "C", "H", "H", "H", "H", "H", "H", "H", "H", "H", "H", "H", "H", "H", "H", "H", "H", "H"], "xyz": [[-1.69689, -3.04005, 6.72106], [-2.44613, -2.19228, 7.04762], [-1.59736, -3.52774, 7.76006], [-2.24179, -3.66475, 6.12570], [-0.43655, -2.21897, 6.12737], [0.33609, -1.41435, 6.90858], [-0.17977, -0.59195, 7.03731], [1.09045, -1.02650, 6.52723], [0.35977, -1.83537, 7.86891], [-0.82509, -1.75292, 4.72913], [0.22291, -1.50208, 3.69560], [-0.08467, -0.78249, 2.41107], [-0.46122, 0.15340, 2.73643], [-0.63901, -1.84426, 1.55951], [-0.42227, -1.13293, 0.17040], [1.11765, -1.12951, -0.17952], [1.52592, -0.56808, 0.73755], [-1.04432, 0.04737, -0.13251], [-2.32621, -0.11346, 0.24844], [-1.09443, 0.32658, -1.52839], [-0.07318, 1.29525, -1.76567], [0.23349, 1.35901, -3.14229], [1.27893, 2.22748, -3.40888], [2.37610, 2.79771, -2.69482], [2.99788, 3.78856, -3.21388], [3.24504, 3.80481, -4.52284], [2.45126, 3.32716, -5.31383], [1.18287, 2.39906, -4.76416], [0.30860, 1.68724, -5.38050], [-0.16461, 1.49703, -6.56196], [-1.48114, 0.73676, -6.81715], [-2.08754, 0.29386, -5.73897], [-1.62604, 0.30043, -4.42664], [-0.39222, 1.21791, -4.19099], [-2.06970, -0.06558, -3.62626], [-3.05131, -0.58367, -5.97389], [-1.83034, 0.72771, -7.75089], [0.42879, 1.78493, -7.48882], [2.29335, 3.32036, -6.48743], [4.01448, 4.33742, -5.23477], [4.19506, 4.06446, -2.57051], [2.39904, 2.64186, -1.71521], [-0.63445, 0.91342, 0.40839], [-0.57414, -1.91236, -0.59125], [-1.74710, -1.84899, 1.64555], [-0.06225, -2.74288, 1.83492], [1.08209, -2.29841, 3.75125], [1.09871, -0.65810, 4.48705], [-1.58102, -0.84836, 4.88652], [-1.48630, -2.49222, 3.96216], [0.11854, -3.26152, 5.83420]], "mulliken_charge": [-1.442, 0.301, 0.333, 0.402, 1.220, -2.247, 0.626, 0.713, 0.407, -0.261, -1.131, -0.065, 0.279, -0.537, -0.038, -0.610, 0.388, -0.308, 0.134, 0.030, -0.346, 0.186, 0.822, -0.640, -0.523, -0.113, -0.476, 0.144, 0.183, -0.312, -0.740, -0.381, -0.837, 0.224, 0.702, 0.104, 0.543, 0.247, 0.132, 0.197, 0.167, 0.527, 0.291, 0.309, 0.234, 0.452, 0.246, 0.150, 0.164, 0.052, 0.094], "orbital_gap_ev": 6.8, "de_lowest_kcal_mol": 515.2, "e_lumo_ha": -0.0442, "total_charge": 0}


[2]
{"formula": "C21H26N2O3", "method": "wB97M-V/def2-TZVPD", "elements": ["C", "O", "C", "C", "C", "C", "O", "C", "C", "O", "N", "C", "C", "C", "C", "N", "C", "C", "C", "C", "C", "C", "C", "C", "C", "C", "H", "H", "H", "H", "H", "H", "H", "H", "H", "H", "H", "H", "H", "H", "H", "H", "H", "H", "H", "H", "H", "H", "H", "H", "H", "H"], "xyz": [[3.03838, -1.24051, -5.59052], [3.06778, -1.68491, -4.25704], [1.90670, -2.13182, -3.69575], [1.99343, -2.56213, -2.37351], [0.88353, -3.03247, -1.70074], [-0.34597, -3.08443, -2.34806], [-1.51967, -3.51789, -1.77554], [-1.45957, -4.07898, -0.48536], [-1.15393, -3.06784, 0.63311], [-0.67496, -3.42655, 1.68824], [-1.50107, -1.80986, 0.29085], [-1.33507, -0.61628, 1.00633], [-1.67507, 0.57781, 0.38237], [-1.52069, 1.78682, 1.02917], [-1.02212, 1.85351, 2.33588], [-0.91415, 3.04328, 3.03843], [-1.39347, 4.28264, 2.46816], [-0.33289, 4.96966, 1.60163], [0.92351, 5.23411, 2.43404], [2.03113, 5.84576, 1.58167], [1.37988, 3.92189, 3.07457], [0.23992, 3.28575, 3.87916], [-0.70412, 0.63635, 2.95428], [-0.84987, -0.57191, 2.30893], [-0.43696, -2.65400, -3.66666], [0.67442, -2.18127, -4.33879], [2.73291, -2.03866, -6.27512], [2.37164, -0.38057, -5.71441], [4.05870, -0.93950, -5.82314], [2.95137, -2.51726, -1.88084], [0.99035, -3.34620, -0.67454], [-0.73112, -4.89619, -0.42827], [-2.45629, -4.49452, -0.30411], [-1.88796, -1.69782, -0.63909], [-2.05557, 0.56306, -0.63030], [-1.78731, 2.68223, 0.49146], [-2.30957, 4.09834, 1.90649], [-1.64823, 4.94288, 3.30610], [-0.72902, 5.90681, 1.20609], [-0.07491, 4.32425, 0.75934], [0.66720, 5.93925, 3.23423], [2.91293, 6.04488, 2.18643], [2.31221, 5.16645, 0.77951], [1.69929, 6.78194, 1.13816], [2.23444, 4.10023, 3.72964], [1.68964, 3.22405, 2.29259], [0.58378, 2.35731, 4.33010], [-0.06509, 3.96400, 4.68419], [-0.35317, 0.62528, 3.97402], [-0.59407, -1.48888, 2.81257], [-1.39565, -2.69760, -4.15949], [0.56326, -1.85753, -5.36131]], "mulliken_charge": [-0.845, -0.431, 0.753, -0.872, -0.083, 0.354, -0.559, -0.606, 0.566, -0.666, -0.080, 0.782, -1.404, -0.341, 1.135, 0.031, -1.261, -0.585, 0.493, -1.666, -0.729, -0.981, -0.536, -0.703, -1.045, -0.109, 0.335, 0.338, 0.239, 0.411, 0.420, 0.414, 0.343, 0.138, 0.304, 0.261, 0.521, 0.457, 0.441, 0.286, 0.194, 0.417, 0.365, 0.402, 0.475, 0.244, 0.306, 0.430, 0.350, 0.508, 0.408, 0.385], "orbital_gap_ev": 8.0, "de_lowest_kcal_mol": 51.9, "e_lumo_ha": 0.0275, "total_charge": 0}


What did the first record say?
{"formula": "C21H26N2O2", "method": "wB97M-V/def2-TZVPD", "elements": ["C", "H", "H", "H", "C", "C", "H", "H", "H", "C", "C", "N", "H", "C", "C", "O", "H", "C", "H", "O", "N", "C", "C", "C", "C", "C", "C", "C", "C", "C", "C", "C", "C", "C", "H", "H", "H", "H", "H", "H", "H", "H", "H", "H", "H", "H", "H", "H", "H", "H", "H"], "xyz": [[-1.69689, -3.04005, 6.72106], [-2.44613, -2.19228, 7.04762], [-1.59736, -3.52774, 7.76006], [-2.24179, -3.66475, 6.12570], [-0.43655, -2.21897, 6.12737], [0.33609, -1.41435, 6.90858], [-0.17977, -0.59195, 7.03731], [1.09045, -1.02650, 6.52723], [0.35977, -1.83537, 7.86891], [-0.82509, -1.75292, 4.72913], [0.22291, -1.50208, 3.69560], [-0.08467, -0.78249, 2.41107], [-0.46122, 0.15340, 2.73643], [-0.63901, -1.84426, 1.55951], [-0.42227, -1.13293, 0.17040], [1.11765, -1.12951, -0.17952], [1.52592, -0.56808, 0.73755], [-1.04432, 0.04737, -0.13251], [-2.32621, -0.11346, 0.24844], [-1.09443, 0.32658, -1.52839], [-0.07318, 1.29525, -1.76567], [0.23349, 1.35901, -3.14229], [1.27893, 2.22748, -3.40888], [2.37610, 2.79771, -2.69482], [2.99788, 3.78856, -3.21388], [3.24504, 3.80481, -4.52284], [2.45126, 3.32716, -5.31383], [1.18287, 2.39906, -4.76416], [0.30860, 1.68724, -5.38050], [-0.16461, 1.49703, -6.56196], [-1.48114, 0.73676, -6.81715], [-2.08754, 0.29386, -5.73897], [-1.62604, 0.30043, -4.42664], [-0.39222, 1.21791, -4.19099], [-2.06970, -0.06558, -3.62626], [-3.05131, -0.58367, -5.97389], [-1.83034, 0.72771, -7.75089], [0.42879, 1.78493, -7.48882], [2.29335, 3.32036, -6.48743], [4.01448, 4.33742, -5.23477], [4.19506, 4.06446, -2.57051], [2.39904, 2.64186, -1.71521], [-0.63445, 0.91342, 0.40839], [-0.57414, -1.91236, -0.59125], [-1.74710, -1.84899, 1.64555], [-0.06225, -2.74288, 1.83492], [1.08209, -2.29841, 3.75125], [1.09871, -0.65810, 4.48705], [-1.58102, -0.84836, 4.88652], [-1.48630, -2.49222, 3.96216], [0.11854, -3.26152, 5.83420]], "mulliken_charge": [-1.442, 0.301, 0.333, 0.402, 1.220, -2.247, 0.626, 0.713, 0.407, -0.261, -1.131, -0.065, 0.279, -0.537, -0.038, -0.610, 0.388, -0.308, 0.134, 0.030, -0.346, 0.186, 0.822, -0.640, -0.523, -0.113, -0.476, 0.144, 0.183, -0.312, -0.740, -0.381, -0.837, 0.224, 0.702, 0.104, 0.543, 0.247, 0.132, 0.197, 0.167, 0.527, 0.291, 0.309, 0.234, 0.452, 0.246, 0.150, 0.164, 0.052, 0.094], "orbital_gap_ev": 6.8, "de_lowest_kcal_mol": 515.2, "e_lumo_ha": -0.0442, "total_charge": 0}